1.
91
Properties=species:S:1:pos:R:3 method="wB97M-V/def2-TZVPD" orbital_gap_ev="2.473 / 2.501" de_lowest_ev=2.787 multiplicity=2 largest_force_ha_per_bohr=0.03902 homo_ev="-6.307 / -6.311"
Fe -0.2891 1.5834 -0.3561
C -5.4675 2.8930 -0.3923
C -4.0345 2.6418 -0.0162
C -3.7645 1.9555 1.1540
C -2.5616 1.4167 1.6385
C -1.3030 1.9409 1.4264
N -0.1190 1.3575 1.4616
C 0.9506 1.6707 2.2224
C 0.7611 2.2950 3.4687
C 1.8250 2.6286 4.2731
C 3.1275 2.3504 3.8703
C 4.3020 2.6958 4.7281
C 3.3230 1.7382 2.6322
C 2.2695 1.3930 1.8046
C 2.5389 0.7278 0.4542
O 1.4776 0.5792 -0.3584
C 3.0954 -0.7014 0.7212
F 3.6664 -1.2422 -0.3657
F 2.0864 -1.5072 1.0607
F 4.0031 -0.8026 1.7010
C 3.6463 1.5107 -0.3126
F 3.5957 1.2344 -1.6138
F 3.5098 2.8351 -0.1759
F 4.8966 1.2269 0.0925
C -1.8281 3.4091 -0.9053
C -3.0926 2.9358 -1.0459
C -0.8124 3.3292 -2.0433
O -0.5386 2.0201 -2.2170
C 0.5297 4.0473 -1.7519
F 0.4583 5.3573 -1.5488
F 1.0417 3.5156 -0.5949
F 1.4300 3.8157 -2.6879
C -1.4245 3.9627 -3.3352
F -0.5136 4.3197 -4.2354
F -2.2427 3.0975 -3.9445
F -2.1551 5.0493 -3.0568
H -6.1483 2.5520 0.3819
H -5.6276 3.9596 -0.5442
H -5.7144 2.3938 -1.3290
H -4.6468 1.6359 1.6987
H -2.6367 0.5410 2.2699
H -0.2519 2.4912 3.7884
H 1.6405 3.1128 5.2208
H 4.0146 3.3746 5.5276
H 4.7190 1.7902 5.1701
H 5.0869 3.1596 4.1338
H 4.3371 1.5281 2.3294
H -3.4535 2.7622 -2.0522
N -1.3457 -0.2281 -0.9194
C -2.3233 -1.0680 -0.4206
C -3.5045 -1.3568 -1.0694
C -4.4051 -2.2804 -0.5288
C -4.1318 -2.9385 0.6419
C -2.9498 -2.6506 1.3552
C -2.5727 -3.2799 2.5617
C -1.3915 -2.9300 3.1623
C -0.6014 -1.9269 2.5767
N -0.9139 -1.3297 1.4590
C -2.0518 -1.6844 0.8339
H -1.3698 -0.0513 -1.9178
H -0.4185 -0.4966 -0.5935
H -3.7183 -0.9045 -2.0250
H -5.3108 -2.4966 -1.0748
H -4.8069 -3.6892 1.0257
H -3.2161 -4.0351 2.9897
H -1.0558 -3.4119 4.0678
H 0.3242 -1.6128 3.0373
C 3.6616 -2.0254 -3.9128
C 2.4887 -2.7925 -3.3276
As 1.3250 -1.6895 -2.1396
C 2.2916 -4.4515 0.1974
C 2.3175 -5.9230 0.2077
C -0.0346 -3.1489 -1.9271
C -1.0126 -3.1918 -3.0937
H 4.2441 -2.6597 -4.5803
H 4.3149 -1.6633 -3.1221
H 3.3094 -1.1638 -4.4761
H 2.8512 -3.6510 -2.7582
H 1.8674 -3.1891 -4.1338
H 1.4983 -3.9315 0.7004
H 3.1584 -3.8955 -0.1047
H 1.3279 -6.3299 -0.0085
H 2.5946 -6.3077 1.1988
H 3.0416 -6.3171 -0.5023
H -0.5836 -3.0071 -0.9952
H 0.4880 -4.1015 -1.8457
H -1.5166 -2.2336 -3.2127
H -1.7709 -3.9587 -2.9390
H -0.4923 -3.4130 -4.0235
I -1.3207 4.0539 1.0131
I -1.9920 6.7811 0.2769


2.
98
Properties=species:S:1:pos:R:3 method="wB97M-V/def2-TZVPD" orbital_gap_ev=6.857 largest_force_ha_per_bohr=0.02072 homo_ev=-7.046
Hf -0.8338 0.2666 0.8307
C 2.4083 -5.8384 0.4952
C 1.5389 -4.6501 0.1886
C 1.6618 -3.9291 -0.9860
C 0.8419 -2.8434 -1.2448
C -0.1680 -2.4315 -0.3706
N -1.0284 -1.3340 -0.6422
C -1.4625 -1.1743 -1.9637
C -1.3934 -2.2458 -2.8800
C -1.6829 -2.1290 -4.2240
C -2.1101 -0.9252 -4.7670
C -2.4340 -0.7671 -6.2280
C -2.3382 0.0956 -3.8615
C -2.0668 0.0029 -2.4954
C -2.7317 1.0375 -1.5984
O -2.2032 1.1187 -0.3516
C -4.2318 0.6079 -1.4539
F -4.3130 -0.5964 -0.9020
F -4.8974 1.4676 -0.6625
F -4.8885 0.5461 -2.6212
C -2.7099 2.5087 -2.1829
F -1.6459 2.7315 -2.9884
F -2.6093 3.4034 -1.1918
F -3.7903 2.8490 -2.8968
C -0.2602 -3.1426 0.8473
C 0.5748 -4.2230 1.0952
C -1.2268 -2.6024 1.8946
O -0.9435 -1.2702 2.0832
C -2.7280 -2.8343 1.4407
F -3.3553 -1.6766 1.2637
F -3.4496 -3.5284 2.3379
F -2.8011 -3.5270 0.2936
C -1.0417 -3.2247 3.3047
F -1.8334 -2.6281 4.1908
F -1.2928 -4.5454 3.3515
F 0.2186 -3.0489 3.7259
H 3.1227 -6.0198 -0.3081
H 1.8096 -6.7425 0.6213
H 2.9693 -5.6896 1.4197
H 2.4105 -4.2151 -1.7184
H 0.9670 -2.3191 -2.1799
H -1.1159 -3.2199 -2.5098
H -1.5916 -3.0061 -4.8566
H -1.9996 -1.5768 -6.8147
H -2.0526 0.1755 -6.6238
H -3.5133 -0.7781 -6.3977
H -2.8119 0.9955 -4.2355
H 0.4843 -4.7677 2.0225
F 1.6889 1.6672 6.6368
C 1.9675 0.4250 6.2147
F 3.1304 0.0863 6.8293
F 1.0407 -0.3923 6.7164
C 2.1012 0.3248 4.7133
C 3.3292 -0.0117 4.2040
C 3.4886 -0.1163 2.8281
C 2.3758 0.0916 2.0543
N 1.1573 0.4152 2.5004
C 0.9832 0.5828 3.8543
S -0.4549 1.1789 4.5432
H 4.1581 -0.1959 4.8711
H 4.4355 -0.3801 2.3786
H 2.4260 -0.0270 0.9882
C -0.1301 4.9358 2.4035
N 0.1580 4.5599 1.0165
C 0.5593 5.4604 0.0909
C 0.7974 5.0995 -1.1903
C 0.5998 3.7250 -1.5093
N 0.2094 2.8507 -0.6099
C -0.0422 3.2426 0.6471
O -0.4509 2.4425 1.5057
N 0.8428 3.2559 -2.7630
H 0.3791 5.8703 2.6243
H 0.2178 4.1462 3.0655
H -1.2034 5.0543 2.5450
H 0.6749 6.4766 0.4419
H 1.1103 5.8244 -1.9260
H 0.7980 3.9271 -3.5132
H 0.3653 2.3845 -2.9552
C -3.2703 2.0234 2.3150
O -2.5196 0.8129 2.2517
H -2.6280 2.8547 2.6090
H -4.0727 1.9047 3.0428
H -3.6899 2.2045 1.3304
H -2.0045 0.7214 3.1136
C 3.7757 -1.2062 -0.6807
As 2.6154 0.1654 -1.3929
C 2.3979 -0.1190 -3.2847
C 3.6203 1.7952 -1.1767
O 1.1500 0.1965 -0.6380
H 4.1177 -1.8592 -1.4816
H 3.2165 -1.7940 0.0435
H 4.6322 -0.7330 -0.2022
H 3.3217 -0.5137 -3.7058
H 2.1636 0.8299 -3.7612
H 1.5781 -0.8172 -3.4505
H 4.6375 1.6334 -1.5341
H 3.6432 2.0435 -0.1157
H 3.1510 2.5967 -1.7383


3.
78
Properties=species:S:1:pos:R:3 method="wB97M-V/def2-TZVPD" orbital_gap_ev=4.414 de_lowest_ev=0.876 largest_force_ha_per_bohr=0.08968 homo_ev=-0.687 charge=-2
Rb -10.8208 -15.3343 -18.0265
I -11.7648 -19.1741 -17.2651
C -13.6625 -19.1113 -18.0496
C -14.3537 -20.3017 -18.1377
C -15.6237 -20.3735 -18.7985
C -16.1724 -19.1922 -19.3206
C -15.4009 -17.9978 -19.4610
C -15.8431 -16.8892 -20.2731
C -15.0795 -15.7669 -20.3487
C -13.8466 -15.7182 -19.6179
C -13.5065 -16.7263 -18.7814
C -14.1355 -17.9162 -18.7462
H -13.9045 -21.2094 -17.6876
H -16.1584 -21.3301 -18.8832
H -17.0865 -19.3067 -19.8189
H -16.7456 -17.0288 -20.8326
H -15.2949 -14.9352 -20.9748
H -13.2249 -14.8278 -19.7266
Br -10.1968 -12.1215 -19.2393
C -8.5616 -12.5579 -20.1015
C -7.8274 -11.4507 -20.4859
C -6.7391 -11.5890 -21.4013
C -6.6909 -12.8003 -22.1021
C -7.3290 -13.9624 -21.7112
C -7.2753 -15.1835 -22.5046
C -7.9027 -16.3014 -22.0989
C -8.5428 -16.2676 -20.7942
C -8.7872 -15.0893 -20.2219
C -8.2756 -13.8589 -20.6114
H -8.1414 -10.5047 -20.1304
H -6.0497 -10.7517 -21.6205
H -6.0500 -12.8508 -23.0005
H -6.7374 -15.0827 -23.4325
H -7.7889 -17.2845 -22.5529
H -8.9462 -17.1925 -20.3313
C -13.1605 -15.7025 -15.5194
N -14.0224 -15.7575 -14.3081
C -13.5711 -14.8978 -13.2332
N -13.2697 -13.4837 -13.7419
C -12.3591 -13.5531 -14.8544
N -12.9047 -14.3661 -15.9874
C -14.1915 -13.8040 -16.3825
N -15.1915 -13.7383 -15.2454
C -15.3387 -15.1478 -14.7557
C -14.5491 -12.9260 -14.2212
H -13.7345 -16.2468 -16.3125
H -12.2261 -16.1766 -15.2444
H -12.6190 -15.2349 -12.7768
H -14.4389 -14.9235 -12.4974
H -11.4436 -14.0538 -14.5078
H -12.1311 -12.5573 -15.2639
H -14.6283 -14.4098 -17.1953
H -14.0379 -12.7900 -16.7490
H -15.7729 -15.7821 -15.5260
H -16.0089 -15.0727 -13.8712
H -15.1631 -12.8381 -13.2920
H -14.4491 -11.9194 -14.6125
C -1.6033 -14.6973 -13.6918
C -2.9712 -14.6338 -14.3782
C -4.1096 -14.1685 -13.7454
C -5.3999 -14.1710 -14.3146
C -6.5100 -13.7443 -13.3944
C -5.5722 -14.6840 -15.5963
Te -7.5955 -14.9595 -16.3513
C -4.4318 -14.9869 -16.3486
C -4.5426 -15.4563 -17.7872
C -3.1939 -14.9806 -15.7358
H -1.0846 -15.6255 -14.0779
H -1.6916 -14.7233 -12.5868
H -0.9488 -13.8320 -13.9782
H -3.9933 -13.6599 -12.7244
H -6.1655 -13.3274 -12.4075
H -7.1223 -14.6595 -13.2222
H -7.1722 -13.0174 -13.8450
H -4.9276 -16.5181 -17.8403
H -3.5165 -15.5565 -18.2693
H -5.1433 -14.7507 -18.3609
H -2.3834 -15.3609 -16.2846


4.
91
Properties=species:S:1:pos:R:3 method="wB97M-V/def2-TZVPD" orbital_gap_ev=9.795 de_lowest_ev=0.000 largest_force_ha_per_bohr=0.03903 smiles=ClC(Cl)Cl.ClC(Cl)Cl.ClC(Cl)Cl.ClC(Cl)Cl.ClC(Cl)Cl.c1ccncc1.c1ccncc1.c1ccncc1.c1ccncc1.c1ccncc1.c1ccncc1 homo_ev=-9.411
Cl -3.3500 2.9640 3.5103
C -2.3102 3.8901 2.4564
Cl -1.8710 5.4233 3.1870
Cl -3.0352 4.1583 0.8750
H -1.4115 3.3107 2.3060
Cl -3.0159 0.2013 -6.5279
C -2.9691 1.6373 -5.5037
Cl -1.5631 2.6589 -5.8704
Cl -3.0413 1.2396 -3.8172
H -3.8037 2.2448 -5.8074
Cl 4.7757 0.8199 -1.6070
C 4.5969 1.1684 -3.3363
Cl 5.6976 0.1578 -4.2847
Cl 4.8966 2.8912 -3.6802
H 3.5736 0.9962 -3.6467
Cl 6.4510 0.4559 3.6039
C 4.8385 1.0523 3.9285
Cl 4.1013 0.2272 5.3057
Cl 3.8107 1.0336 2.5232
H 4.9793 2.0649 4.2612
Cl -0.1643 4.6588 -1.0761
C -0.1138 3.8971 -2.6427
Cl 1.3558 2.9824 -2.9383
Cl -0.3386 5.0570 -3.9689
H -0.9468 3.2130 -2.7095
C 1.1373 -2.6086 -5.5993
C 2.3826 -2.6642 -4.9609
C 2.7343 -1.6290 -4.1307
N 1.9685 -0.5743 -3.8842
C 0.8065 -0.4976 -4.5253
C 0.3509 -1.4942 -5.3900
H 0.8141 -3.4189 -6.2412
H 3.0178 -3.5306 -5.0851
H 3.6867 -1.6098 -3.6142
H 0.1787 0.3745 -4.3719
H -0.5177 -1.3001 -6.0142
C 2.3951 -3.2494 -0.5988
C 1.0244 -3.1905 -0.4911
C 0.2931 -4.2510 -0.9951
N 0.7934 -5.3560 -1.4893
C 2.1182 -5.4818 -1.4005
C 2.9528 -4.4581 -0.9897
H 3.0255 -2.4252 -0.2810
H 0.4766 -2.3029 -0.2052
H -0.7874 -4.1266 -1.0467
H 2.5174 -6.4454 -1.7057
H 4.0253 -4.6258 -1.0061
C 0.8080 -2.0131 2.9045
C 0.5876 -3.3454 3.1152
C 0.8184 -3.8458 4.3710
N 1.1670 -3.0945 5.4151
C 1.4066 -1.8314 5.1963
C 1.2572 -1.2391 3.9643
H 0.7142 -1.6809 1.8802
H 0.2580 -3.9944 2.3150
H 0.7103 -4.9031 4.6003
H 1.8147 -1.2642 6.0234
H 1.4842 -0.1879 3.8258
C 1.5711 2.5823 6.4892
C 1.9714 3.1797 5.3094
C 1.1960 2.9732 4.2031
N 0.1340 2.2195 4.2072
C -0.2014 1.5916 5.3265
C 0.4497 1.7882 6.5302
H 2.1258 2.7216 7.4140
H 2.7498 3.9328 5.3316
H 1.4509 3.4172 3.2479
H -0.8853 0.7424 5.2424
H 0.1212 1.3995 7.4825
C -0.6720 0.7183 1.2434
C 0.5488 0.7373 0.5938
C 0.6015 0.4849 -0.7639
N -0.4969 0.2838 -1.4913
C -1.6423 0.2369 -0.8505
C -1.8125 0.4739 0.4996
H -0.7415 0.7405 2.3223
H 1.4228 0.9146 1.2267
H 1.5346 0.6100 -1.3003
H -2.5604 0.0187 -1.3918
H -2.7786 0.4157 0.9778
C -7.6490 0.2260 -1.7652
C -6.9887 1.2883 -1.2060
C -5.6801 1.1421 -0.8142
N -4.9727 0.0670 -1.0342
C -5.6163 -0.9221 -1.6056
C -6.9384 -0.9266 -1.9512
H -8.6846 0.2600 -2.0781
H -7.4939 2.2423 -1.1050
H -5.1955 1.9901 -0.3391
H -5.0587 -1.8455 -1.7582
H -7.3718 -1.8432 -2.3181


5.
82
Properties=species:S:1:pos:R:3 method="wB97M-V/def2-TZVPD" orbital_gap_ev=8.623 largest_force_ha_per_bohr=0.18737 smiles="C[C@@H](Cl)C[C@H](OC=O)P(=O)(O)O.Fc1ccccc1.Fc1ccccc1.Fc1ccccc1.Fc1ccccc1.Fc1ccccc1" homo_ev=-9.027
C 1.4766 -1.6399 2.4968
C 0.3350 -0.6299 1.8211
Cl 1.2059 0.3105 0.4626
C -0.8956 -1.5802 1.2791
C -2.4018 -0.9925 1.6360
O -3.4928 -1.8672 1.1450
C -4.0393 -2.6922 2.2638
O -4.0428 -4.0502 2.1780
P -2.6672 0.8367 1.1509
O -1.8622 1.3181 -0.1211
O -2.1077 1.8003 2.5258
O -4.3825 1.1291 0.8014
H 1.3097 -2.7682 2.1807
H 2.5505 -1.3510 2.0650
H 1.5153 -1.4751 3.6588
H 0.0103 0.1340 2.6469
H -0.7916 -1.7718 0.1293
H -0.8416 -2.6457 1.8142
H -2.4768 -1.0330 2.8266
H -4.4392 -2.2176 3.2814
H -1.2810 2.3158 2.2814
H -4.3879 2.1228 0.5666
F 4.3021 1.8251 1.1498
C 4.4802 2.5275 0.0231
C 3.6195 3.5795 -0.2706
C 3.8077 4.3144 -1.4411
C 4.8489 3.9817 -2.3111
C 5.7043 2.9209 -2.0100
C 5.5227 2.1934 -0.8341
H 2.8113 3.8180 0.4130
H 3.1450 5.1437 -1.6759
H 4.9925 4.5524 -3.2262
H 6.5115 2.6612 -2.6908
H 6.1838 1.3715 -0.5801
F -9.0264 -2.5436 -3.6239
C -8.0404 -1.9764 -2.9163
C -7.5715 -2.6069 -1.7691
C -6.5413 -2.0192 -1.0349
C -5.9985 -0.8009 -1.4506
C -6.4795 -0.1734 -2.6008
C -7.5019 -0.7668 -3.3408
H -8.0109 -3.5486 -1.4568
H -6.1623 -2.5080 -0.1408
H -5.1981 -0.3407 -0.8752
H -6.0583 0.7768 -2.9201
H -7.8815 -0.2973 -4.2422
F 6.1739 0.5125 -3.8329
C 5.0822 -0.0397 -4.3787
C 3.8701 0.0263 -3.7004
C 2.7321 -0.5440 -4.2706
C 2.8213 -1.1843 -5.5090
C 4.0436 -1.2498 -6.1797
C 5.1789 -0.6697 -5.6144
H 3.8217 0.5205 -2.7355
H 1.7781 -0.4909 -3.7519
H 1.9344 -1.6330 -5.9513
H 4.1115 -1.7523 -7.1416
H 6.1350 -0.7035 -6.1261
F -0.5564 4.6075 1.9599
C -1.4346 5.4264 2.5539
C -2.7912 5.1245 2.5076
C -3.7054 5.9741 3.1304
C -3.2533 7.1231 3.7839
C -1.8900 7.4201 3.8205
C -0.9752 6.5645 3.2073
H -3.1246 4.2320 1.9882
H -4.7675 5.7428 3.1065
H -3.9671 7.7878 4.2656
H -1.5409 8.3172 4.3262
H 0.0887 6.7755 3.2338
F 2.6764 -3.9599 3.3254
C 3.0224 -5.0227 2.5869
C 2.0349 -5.7549 1.9369
C 2.3951 -6.8584 1.1636
C 3.7393 -7.2243 1.0578
C 4.7226 -6.4861 1.7181
C 4.3631 -5.3761 2.4821
H 0.9953 -5.4607 2.0374
H 1.6314 -7.4328 0.6451
H 4.0193 -8.0878 0.4581
H 5.7676 -6.7752 1.6376
H 5.1153 -4.7857 2.9947


What E values result from the calculations? In sequence: -189457.821; -168302.330; -128911.145; -233638.354; -82495.792 eV.